1.
Formula: C30H35FeN6O3Si
Source: the OMol25 dataset
Level of theory: ωB97M-V/def2-TZVPD

Calculated values
- HOMO energy (alpha / beta): -12.473 / -13.869 eV
- DFT total energy: -3271.2166 a.u.
- <S²>: 8.7607
- HOMO-LUMO gap (alpha / beta): 7.06 / 7.37 eV
- Spin multiplicity: 6
- Max |F|: 0.477 eV/Å
- Total charge: +2
- LUMO (alpha / beta): -5.417 / -6.501 eV

Last column: Löwdin charge in e.
Positions of all 76 atoms, in Å:
H (3.55738, 1.94057, 1.92734)  0.12
C (-1.58709, 2.58848, 0.65114)  -0.12
H (-2.31853, -2.63480, -1.48164)  0.11
N (-0.31108, -3.48264, -4.04653)  0.15
H (-0.78935, 4.09411, 1.95602)  0.11
Fe (-0.49750, -0.77966, 0.13859)  0.83
C (1.79457, 1.22573, -0.08270)  -0.18
C (-1.16508, -4.35690, 2.76214)  0.01
C (-0.16684, -5.24330, 2.40668)  -0.01
H (2.94803, 4.14677, -3.32795)  0.13
Si (-2.67127, 0.56097, -1.01024)  0.66
C (2.50746, 2.58405, -1.92197)  -0.14
C (2.80799, 1.22117, 2.21972)  0.08
H (-1.70973, 1.87438, 1.46349)  0.09
C (-1.76803, 3.18113, -1.66837)  -0.10
C (0.76763, -2.86219, -3.59122)  -0.08
C (0.75651, 0.98042, -2.11946)  -0.13
C (-1.24635, 4.43676, -1.38327)  -0.06
O (-2.02464, -0.92715, 1.79057)  -0.17
C (-2.30889, -2.14727, 2.47708)  -0.14
O (4.45501, 2.37077, 4.00431)  -0.04
N (0.90964, -0.11927, 1.67718)  0.05
C (1.82697, -0.16776, 3.88337)  0.02
H (-3.70618, 1.05248, -3.15397)  0.05
C (2.80572, 0.75091, 3.52481)  -0.14
C (-1.25246, -3.14479, 2.09361)  -0.26
H (1.22725, -3.35341, -0.00738)  0.11
H (-0.49851, 5.74728, 0.14118)  0.11
H (4.56403, 0.39740, 4.64791)  0.14
H (-1.12910, 5.16481, -2.17592)  0.11
H (1.52245, -5.54189, 1.09467)  0.12
O (3.91564, 4.51812, -1.51406)  -0.03
H (3.32754, 2.73505, 0.03805)  0.13
C (0.55684, -3.66506, 0.78118)  -0.10
H (1.66486, -2.93891, -4.19403)  0.12
H (-1.86648, -4.59088, 3.55298)  0.13
C (0.90935, -0.57019, 2.93714)  -0.09
C (-0.89197, 4.76404, -0.08209)  -0.06
H (-3.36030, -4.11600, -3.22843)  0.11
N (-2.51649, -4.04959, -3.76602)  0.17
C (-1.05980, 3.83657, 0.93984)  -0.07
C (1.85106, 0.76910, 1.32852)  -0.17
H (4.30495, 3.11470, -2.90568)  0.14
C (-1.42663, -2.69168, -2.09740)  -0.08
H (-4.17887, 0.76323, 0.94990)  0.03
C (1.55092, 1.94543, -2.70052)  0.02
H (-4.40395, -0.81728, 0.16732)  0.03
C (3.43340, 3.63100, -2.49606)  -0.19
H (1.77045, -0.56314, 4.88949)  0.13
H (-5.06890, 0.64517, -0.56218)  0.05
C (0.71924, -4.88561, 1.39808)  -0.02
H (1.66283, -1.64764, -2.04313)  0.11
N (0.87826, 0.60853, -0.84112)  0.03
H (-0.01793, 0.48732, -2.69222)  0.09
N (-0.41730, -2.80051, 1.11181)  0.04
N (-0.34462, -2.06036, -1.67440)  -0.03
C (-1.41840, -3.41670, -3.30706)  -0.35
H (-2.03908, 2.94507, -2.69159)  0.10
H (-2.44693, -4.56856, -4.62528)  0.12
H (5.14660, 2.65948, 4.60730)  0.11
H (-2.09392, 0.38802, -3.44269)  0.03
C (2.61466, 2.21760, -0.58729)  0.08
C (3.83999, 1.20981, 4.51242)  -0.19
H (3.35813, 1.38694, 5.47889)  0.14
H (0.13629, -1.27578, 3.19799)  0.10
C (-1.95366, 2.23740, -0.65430)  -0.32
H (1.41023, 2.20421, -3.74221)  0.13
C (0.77609, -2.14353, -2.40892)  -0.14
H (-3.29695, -2.51973, 2.19479)  0.14
H (-0.07116, -6.19418, 2.91376)  0.13
H (-2.30126, -1.98673, 3.55720)  0.14
H (3.31094, 5.26067, -1.41942)  0.10
H (-2.62925, -0.23627, 2.08400)  0.09
H (-3.43177, -0.68338, -3.01937)  0.03
C (-2.98806, 0.29448, -2.82454)  -0.20
C (-4.21462, 0.24262, -0.00989)  -0.20

2.
Formula: C51H45BF2KN8O6PS4
Source: the OMol25 dataset
Level of theory: ωB97M-V/def2-TZVPD

Calculated values
- HOMO energy (alpha / beta): -2.180 / -0.810 eV
- DFT total energy: -5618.5990 a.u.
- HOMO-LUMO gap (alpha / beta): 5.69 / 4.13 eV
- Max |F|: 2.427 eV/Å
- Total charge: -2
- LUMO (alpha / beta): 3.513 / 3.318 eV

Last column: Löwdin charge in e.
Positions of all 119 atoms, in Å:
H (5.07992, -2.78432, 1.25033)  0.05
H (-5.51156, -1.13179, 2.82493)  0.06
H (-1.81488, -3.61508, -0.63723)  0.08
H (1.45052, 0.42315, -6.13427)  0.10
C (-3.34883, 1.64069, 3.16713)  -0.74
C (-4.25189, 0.36830, 0.07941)  -0.04
C (-1.75749, 2.98920, 4.52059)  -0.05
O (1.73098, 2.00980, 1.52848)  -0.46
P (0.67882, 2.44411, -1.71073)  1.15
C (-2.88270, -3.47175, -0.78669)  -0.05
C (-2.87161, 4.42971, -1.65992)  -0.09
C (-2.61535, 3.79848, -3.95516)  -0.10
H (4.63769, 2.88819, -4.69752)  0.09
C (2.38442, -2.63983, -4.04400)  -0.09
C (1.04696, -2.42218, -3.79722)  -0.03
H (0.29800, -2.96574, -4.35298)  0.10
H (3.97365, -2.27432, -0.08367)  0.04
C (4.09248, -2.40399, 0.99251)  -0.22
C (1.68544, 6.45950, -1.18557)  -0.09
N (0.98697, -3.18344, 0.69879)  0.11
C (1.13492, 1.36166, -4.23499)  -0.12
C (0.17304, -5.02738, 2.04529)  -0.17
C (0.61520, -3.68719, 1.88254)  -0.18
F (-1.61989, -1.86491, -4.65383)  0.02
C (-1.37463, 3.23718, -3.66802)  -0.08
H (-0.80814, 2.79066, -4.47357)  0.09
C (0.13064, -5.83429, 0.88398)  -0.03
S (-3.37760, 2.69738, 1.84614)  0.63
C (0.71095, -2.84102, 3.06187)  -0.15
C (2.51074, 6.41543, -0.06889)  -0.09
H (5.43398, 0.95429, 1.32343)  0.02
H (0.40611, -2.83735, 6.43063)  0.09
C (1.86224, 1.08501, -5.38155)  -0.08
C (-1.64009, 3.86808, -1.37928)  -0.14
C (3.12075, 1.64224, -5.55750)  -0.11
N (-0.57037, -5.26717, 5.65112)  -0.40
N (1.60977, -0.82651, -2.10423)  0.06
S (3.88500, -0.78397, 1.80374)  0.79
H (1.42812, -0.61826, 6.05579)  0.10
O (4.26803, -1.01197, 3.21990)  -0.53
S (2.77832, 2.45131, 0.61441)  0.40
C (-0.69654, -1.07328, -2.57808)  -0.17
C (0.93176, -3.96477, -0.36696)  -0.16
N (-2.65245, 1.87561, 4.31019)  -0.13
C (-0.86610, 3.25707, -2.37557)  -0.36
H (1.45511, 7.41376, -1.64536)  0.10
C (2.82032, 5.19052, 0.49655)  -0.06
C (-0.15085, -4.69972, 4.44611)  -0.13
C (0.50947, -5.30057, -0.31991)  -0.08
H (3.34027, 3.38169, -2.66129)  0.10
C (-3.54619, -1.73350, 0.79884)  -0.68
H (-1.27062, 3.87871, -0.35823)  0.10
H (-2.27967, 3.92378, 4.31350)  0.07
H (-1.42566, 2.97112, 5.55749)  0.08
C (5.38536, -0.09152, 1.03947)  -0.24
O (4.06099, 2.68401, 1.24623)  -0.33
C (1.15563, 5.29637, -1.72083)  -0.08
H (-4.34622, 4.80621, -3.18161)  0.09
C (0.37188, -3.35039, 4.34285)  -0.05
N (-3.26078, -2.09483, -0.50685)  -0.04
H (2.92479, 7.32704, 0.34390)  0.10
N (-4.03417, 0.48911, 3.34358)  0.00
C (3.34533, -1.93246, -3.32514)  -0.08
H (-3.40932, -4.14447, -0.11311)  0.06
N (1.17318, -1.59544, 2.86775)  0.07
C (-0.98923, -0.03170, -1.68936)  -0.07
C (1.64482, 2.20868, -3.24968)  -0.32
H (-2.47180, 0.84427, 6.18635)  0.11
H (-5.83409, 0.67578, 2.03308)  0.07
S (-3.18234, -2.73469, 2.06066)  0.80
H (3.69377, 1.42166, -6.45051)  0.09
C (-3.66952, -1.26058, -1.59774)  -0.38
H (-0.88994, 2.92401, 3.86585)  0.09
H (3.31374, -3.05940, 1.37279)  0.03
H (0.52021, 5.35731, -2.59438)  0.11
H (-3.14052, -3.69629, -1.81815)  0.09
K (1.12836, 0.05924, 0.40760)  0.65
H (1.23766, -3.52272, -1.31004)  0.08
C (2.88978, -1.05415, -2.35588)  -0.16
C (-1.82288, -1.50318, -3.34143)  -0.23
H (5.29804, -0.16862, -0.04465)  0.05
H (1.78388, 0.16894, 3.70806)  0.10
H (-3.94780, 0.83844, -1.93765)  0.16
H (0.47691, -5.88712, -1.23043)  0.09
H (-4.15221, -0.94276, 4.93182)  0.12
C (0.66564, -1.47031, -2.82568)  -0.27
H (-3.86243, -1.75585, -3.70493)  0.12
O (-0.92326, -6.48014, 5.65173)  -0.09
C (-3.37095, 4.39088, -2.95705)  -0.11
O (2.84635, 1.58066, -0.56790)  -0.48
C (1.39382, -0.82413, 3.91397)  -0.17
H (2.68723, -3.35401, -4.80155)  0.10
C (1.17477, -1.25495, 5.21669)  -0.05
C (-3.74296, -0.00696, 4.59501)  -0.07
C (-3.52398, 0.19053, -1.16919)  -0.15
H (-1.91131, 1.59155, -0.72983)  0.05
H (-0.20021, -6.86320, 0.96695)  0.11
C (2.28004, 4.03462, -0.04442)  -0.26
N (-4.24127, -0.53896, 1.00556)  0.04
H (-0.60107, -6.50312, 3.40756)  0.10
C (1.43154, 4.05395, -1.14638)  -0.32
B (-5.01848, -0.15581, 2.34550)  -0.47
C (-2.00239, 0.59829, -1.14628)  -0.07
H (3.58155, -0.46599, -1.75668)  0.09
H (-4.87305, 1.22853, 0.26452)  0.08
C (-3.10989, -1.55032, -2.95617)  0.03
F (-5.08704, -1.46779, -1.77538)  -0.01
H (-3.44866, 4.87785, -0.85966)  0.10
H (-2.99728, 3.76364, -4.96919)  0.09
C (0.63199, -2.50107, 5.43323)  0.00
O (-0.60766, -4.57932, 6.71215)  -0.09
H (6.23785, -0.64852, 1.42560)  0.05
C (-2.90301, 0.85246, 5.20432)  -0.06
H (0.17273, 0.89191, -4.07917)  0.09
C (2.91443, 2.75199, -3.43095)  -0.08
H (4.40313, -2.06553, -3.50830)  0.09
H (3.48989, 5.09625, 1.34191)  0.11
C (-0.22323, -5.49781, 3.30489)  0.01
C (3.64612, 2.46763, -4.57486)  -0.09

3.
Formula: C3H7N2OS
Source: the OMol25 dataset
Level of theory: ωB97M-V/def2-TZVPD

Calculated values
- HOMO energy: -13.105 eV
- DFT total energy: -701.1059 a.u.
- HOMO-LUMO gap: 9.69 eV
- Max |F|: 4.283 eV/Å
- Total charge: +1
- LUMO: -3.416 eV

Last column: Löwdin charge in e.
Positions of all 14 atoms, in Å:
C (-0.52217, -0.89190, -0.36788)  -0.66
H (1.38960, 0.60496, -2.43842)  0.12
C (-0.46923, 0.33889, 1.51837)  -0.10
H (0.29506, 1.69598, -1.75427)  0.14
S (-1.23290, -2.12751, -1.44639)  0.89
H (-0.42792, 0.11247, 2.63053)  0.18
H (1.19402, 1.61474, 0.91263)  0.16
H (1.45957, 0.21464, 1.29419)  0.10
C (0.31207, 0.02397, -0.80146)  -0.20
N (0.58427, 0.71910, -1.86575)  0.15
H (-1.19201, 1.07138, 1.09483)  0.16
O (-0.87221, -0.91508, 0.89895)  -0.04
H (-1.29151, -3.16954, -0.54372)  -0.07
N (0.77336, 0.70789, 0.86838)  0.15

4.
Formula: C4H9O2PS
Source: the OMol25 dataset
Level of theory: ωB97M-V/def2-TZVPD

Calculated values
- HOMO energy (alpha / beta): -9.305 / -8.090 eV
- DFT total energy: -1047.7007 a.u.
- HOMO-LUMO gap (alpha / beta): 8.12 / 5.33 eV
- Max |F|: 3.851 eV/Å
- LUMO (alpha / beta): -1.186 / -2.760 eV

Last column: Löwdin charge in e.
Positions of all 17 atoms, in Å:
H (2.97281, -0.15737, -0.23429)  0.04
H (3.57316, 0.80242, 0.94625)  0.04
O (-0.66142, -0.94148, 1.48678)  0.09
H (-2.31304, -2.24129, -0.35458)  0.10
S (-4.36920, 0.20106, 0.22698)  0.45
P (0.17393, 0.59725, -0.52720)  0.87
C (-0.85280, -0.79518, 0.33817)  -0.57
H (-3.64356, 1.01576, -0.41437)  -0.34
H (1.30537, 1.68182, 1.39740)  0.04
H (-2.55962, -0.78680, -1.05615)  0.02
H (1.68722, 2.17687, -0.20617)  0.05
C (2.72579, 0.37821, 0.59542)  -0.12
O (0.73031, -0.07797, -1.72869)  -0.40
C (-1.66895, -1.39836, -0.69620)  -0.13
H (-1.06298, -1.59762, -1.64240)  0.11
C (1.56643, 1.36157, 0.47204)  -0.32
H (2.39654, -0.21889, 1.39702)  0.07